# 1
The following is a DFT calculation (ωB97M-V/def2-TZVPD) of C13H27BCrF16N3O12S4 as an isolated structure at a distorted geometry.

Calculated values
E: -158876.947 eV
2S+1: 4
⟨S²⟩: 3.770
HOMO-LUMO gap (spin up / spin down): 5.39 / 6.32 eV
Net charge: 0
Highest occupied orbital energy (spin up / spin down): -8.65 / -8.65 eV

Geometry (Å):
1 H 0.1145 0.8492 -4.3866
2 S 1.4740 2.2468 3.8858
3 H 5.0173 2.0013 0.7482
4 F 3.7308 -2.0041 3.4298
5 H 1.3532 0.3523 -3.2343
6 H 2.8929 2.1498 -1.4963
7 O 1.9321 -0.1046 5.0502
8 H -3.9311 -1.9580 0.4416
9 H 0.6141 -7.6443 -2.4865
10 H 1.0113 -6.0991 -1.6701
11 C 4.6107 1.6919 -0.2147
12 H 1.2316 2.0113 -3.7072
13 F 0.6262 2.5310 6.4192
14 H 0.3828 2.8734 -1.4955
15 F 3.5148 -0.7649 1.7210
16 F -2.2151 -0.2200 2.6143
17 H 4.2411 0.6671 -0.1788
18 O 0.3493 4.4191 0.4999
19 F -2.6959 1.5714 3.8443
20 C 0.6304 1.1337 -3.4695
21 H 1.8010 -6.5588 -3.1643
22 F -4.1903 0.4849 2.7227
23 C -1.5294 5.2917 2.3516
24 H -3.2925 -1.1944 -1.0271
25 C 0.0587 2.1952 5.2800
26 Cr 0.5925 1.5258 0.8961
27 H -2.4527 -5.5348 -3.3712
28 H -2.4299 -2.0644 -4.2471
29 H -4.6129 -2.7582 -1.6285
30 H 0.7025 -4.3253 -3.8665
31 C -1.4571 -2.4578 -3.9524
32 F -2.3049 6.3773 1.9614
33 C -3.2900 -2.1048 -0.4277
34 O 1.2226 3.3964 3.0302
35 S -1.0634 4.2072 0.7526
36 F -0.3896 5.7077 2.9453
37 H -1.2487 0.7721 -2.2610
38 B 0.6565 -0.8414 -0.0771
39 O -3.8236 -3.1173 -1.2166
40 F 1.6007 0.0109 -0.0572
41 F -0.8584 3.1230 5.0067
42 F -0.4015 -0.1962 0.5957
43 F 0.9606 -1.9920 0.5749
44 O 0.1297 1.9942 -1.2048
45 O 2.7906 2.2496 4.5213
46 H -2.3133 -2.4042 -0.0475
47 C 3.3813 2.5303 -0.5992
48 H 3.5525 3.5865 -0.8071
49 H -0.9435 2.3543 -2.9294
50 O -2.8243 1.4165 -0.0278
51 F 4.3391 0.1326 3.4392
52 C -0.2174 -4.6300 -3.3675
53 H 5.4303 1.7694 -0.9290
54 C -0.4632 1.5060 -2.4417
55 N -2.7055 -4.5604 -3.4536
56 N -1.0333 2.4935 1.2775
57 C -2.9384 0.8845 2.7114
58 C -1.5105 -4.0091 -3.9937
59 N 1.1777 0.9299 2.6889
60 F 0.3051 -1.0744 -1.3358
61 H -0.1655 -4.1885 -2.3722
62 F -0.4946 1.0116 5.3161
63 H -1.4087 -4.2309 -5.0560
64 H -0.5662 -2.1151 -4.4787
65 C 3.4479 -0.7494 2.9925
66 O -1.9745 4.6378 -0.3022
67 O 2.4831 2.4409 0.5534
68 H 2.9156 3.0795 1.1251
69 C 0.8515 -6.5902 -2.6300
70 S 1.6342 -0.3017 3.6284
71 H -2.9180 -4.2982 -2.5016
72 F -2.2086 4.6273 3.2965
73 S -2.6079 2.1360 1.2043
74 O -3.5399 3.2517 1.4661
75 H -1.3246 -2.0586 -2.9468
76 O -0.1916 -6.0136 -3.3559
77 O 0.7754 -1.4582 3.4245

# 2
The following is a DFT calculation (ωB97M-V/def2-TZVPD) of a 2-piece molecular cluster, C3H8NO3 overall at a distorted geometry.

Calculated values
E: -10865.296 eV
Energy relative to the best compared isomer or geometry (same formula, charge and spin): 614.9 kJ/mol
2S+1: 2
⟨S²⟩: 1.763
HOMO-LUMO gap (spin up / spin down): 6.70 / 8.26 eV
Net charge: 0
Highest occupied orbital energy (spin up / spin down): -10.12 / -9.86 eV

Geometry (Å):
1 H 1.7285 2.0871 -0.3559
2 H -2.8292 -0.2543 0.0106
3 H 1.1868 -2.5371 -1.8765
4 O 1.1312 0.6124 -1.5423
5 H 1.9755 0.3980 0.2397
6 H 1.0747 -0.3589 -1.5101
7 N 0.0710 1.3073 0.6224
8 C -1.7763 -0.0937 -0.1998
9 H -1.7314 0.8139 -0.8177
10 O -0.9195 -0.2996 2.1211
11 C -0.6560 0.0594 0.8753
12 H 0.0740 -0.7496 0.5708
13 O 0.7058 -2.1374 -1.1250
14 H -1.3337 -0.8012 -0.9004
15 C 1.2510 1.1688 -0.0305

# 3
The following is a DFT calculation (ωB97M-V/def2-TZVPD) of one molecule with the formula C4H9N2P3 at a distorted geometry.

Calculated values
SMILES: C/C(=N/C#[PH2])N(P)C#[PH2]
E: -35134.660 eV
Energy relative to the best compared isomer or geometry (same formula, charge and spin): 352.1 kJ/mol
2S+1: 1
HOMO-LUMO gap (spin up / spin down): 7.64 / 7.64 eV
Net charge: 0
Highest occupied orbital energy (spin up / spin down): -7.18 / -7.18 eV

Geometry (Å):
1 C 0.1224 -1.2100 0.0108
2 C -0.5083 -2.5565 -0.0456
3 P 3.5635 0.5108 -0.3640
4 P -2.3951 -0.3492 -0.4678
5 H -1.3596 -2.6224 0.6381
6 H -2.8579 0.1036 0.7801
7 H -0.8620 -2.7830 -1.0556
8 N 1.3819 -1.0507 0.1495
9 P -1.0038 2.6329 -0.0365
10 C 2.1649 -0.1425 0.4594
11 N -0.6728 -0.0271 -0.0973
12 H -2.5941 0.9208 -1.0275
13 H -0.0292 3.4202 0.5663
14 H 0.2343 -3.2991 0.2398
15 H 2.9482 1.2004 -1.4058
16 H 3.6891 1.6394 0.4413
17 H -1.7423 2.4878 1.1408
18 C -0.0791 1.1247 0.0739

# 4
The following is a DFT calculation (ωB97M-V/def2-TZVPD) of one molecule with the formula C4H9NO2 at a distorted geometry.

Calculated values
SMILES: CN[C@H](C)C(=O)O
E: -9877.765 eV
Energy relative to the best compared isomer or geometry (same formula, charge and spin): 221.5 kJ/mol
2S+1: 1
HOMO-LUMO gap: 9.17 eV
Net charge: 0
Highest occupied orbital energy: -8.45 eV

Geometry (Å):
1 H 1.4396 1.1333 0.1484
2 C -0.8036 1.6889 0.5409
3 O -0.6359 -1.1028 -1.1039
4 H -1.0319 2.4010 -0.2611
5 O 0.8295 0.2683 -2.1489
6 C 0.3786 0.6925 0.2752
7 H 1.4615 -0.8349 1.2372
8 C 0.2481 -0.2480 -0.9836
9 H -0.8713 -1.6625 1.0545
10 N 0.6240 -0.2468 1.3366
11 H -1.1339 -0.2849 2.4209
12 C -0.4295 -1.0555 1.8748
13 H -1.8584 1.1866 0.4197
14 H 0.5458 -0.3487 -2.8068
15 H -0.8043 2.1286 1.5526
16 H -0.0259 -1.7820 2.6583

Q: Which formula does entry 2 have?
A: C3H8NO3

Q: Which formula does entry 4 have?
A: C4H9NO2

Q: What is the E in the fourth record?
A: -9877.765 eV